This record from the OMol25 dataset describes the ion C14H27BBrN4O6P2S2 with charge +1. The level of theory is ωB97M-V with the def2-TZVPD basis set.

Element x y z (Å)
C -1.78 3.25 3.68
C -1.57 2.09 2.70
C -1.46 0.79 3.51
C -0.32 2.43 1.86
C -0.12 1.76 0.47
P -1.31 2.63 -0.69
N -2.79 2.52 -0.32
O -0.97 1.94 -2.12
O -0.65 4.08 -0.77
S 1.57 2.25 -0.16
C 1.64 0.86 -1.15
C 2.67 0.71 -2.22
C 3.95 0.05 -1.65
C 4.69 -0.83 -2.67
Br 5.11 1.47 -0.95
N 0.78 -0.07 -0.85
B 0.80 -1.40 -1.67
O 1.55 -2.41 -1.20
O 0.23 -1.40 -2.90
C -0.03 0.21 0.35
C -1.45 -0.38 0.19
C -1.63 -1.90 0.30
S -2.76 -2.45 -1.03
C -2.13 -4.07 -1.20
N -0.90 -4.43 -1.16
N -0.89 -5.81 -1.31
C -2.12 -6.15 -1.46
O -2.97 -5.10 -1.39
P 1.05 -0.57 1.68
O 0.75 -2.01 1.86
H -1.90 4.20 3.17
H -0.93 3.33 4.36
H -2.66 3.06 4.31
H -2.45 2.04 2.05
H -0.58 0.79 4.15
H -1.42 -0.12 2.90
H -2.33 0.69 4.15
H -0.36 3.50 1.64
H 0.59 2.30 2.47
H -3.29 3.39 -0.16
H -1.82 1.79 -2.56
H -0.37 4.33 -1.66
H 2.29 0.15 -3.07
H 2.92 1.71 -2.58
H 3.71 -0.52 -0.75
H 4.13 -0.91 -3.60
H 5.68 -0.44 -2.88
H 4.82 -1.84 -2.26
H 1.46 -2.64 -0.26
H -0.66 -1.03 -2.96
H -1.76 -0.09 -0.82
H -2.13 0.14 0.86
H -0.70 -2.45 0.15
H -2.04 -2.20 1.27
H -2.50 -7.14 -1.61
H 2.32 -0.32 1.14
H 0.99 0.22 2.83

Summary:
- LUMO level: -3.8629 eV
- HOMO energy: -11.88 eV
- Kohn-Sham gap: 0.2945 hartree
- Charge: +1